[1]
Molecular formula: C18H24ClNO3PS
Method: DFT, wB97M-V/def2-TZVPD

Computed properties:
HOMO level ... -12.22 eV
Kohn-Sham gap ... 9.369 eV
F_max ... 1.43 eV Å⁻¹
SMILES string ... C#C[C@@H]1C[C@@](CCOC=O)(c2ccccc2)C[N@@+]1(CSCC)P(O)Cl
Energy ... -2180.204474 hartree

Geometry as ORCA input:
```
! wB97M-V def2-TZVPD RIJCOSX def2/J DEFGRID3
* xyz 1 1
C 3.30384 0.24637 2.39007
C 2.30142 0.29127 1.75812
C 1.06870 0.45198 1.03220
C 0.16335 -0.74410 0.78657
C -1.04178 -0.11017 0.06656
C -1.80020 -1.04924 -0.92741
C -0.95543 -1.68200 -2.01953
O -1.77114 -2.04667 -3.16265
C -2.90234 -2.72628 -2.83542
O -2.90076 -3.85096 -2.44068
C -2.14098 0.32941 1.02873
C -3.05629 1.30601 0.63653
C -4.10123 1.70433 1.45146
C -4.26355 1.12394 2.70285
C -3.36249 0.15517 3.11573
C -2.31622 -0.23387 2.28692
C -0.37597 1.06793 -0.69595
N 1.07306 1.19803 -0.25989
C 2.13800 0.93005 -1.28930
S 2.37389 -0.74471 -1.90526
C 3.34198 -1.64492 -0.67955
C 4.74220 -1.07288 -0.38381
P 1.15487 3.05510 0.13791
O 1.14886 3.70916 -1.32447
Cl 3.08240 3.35488 0.74215
H 4.24795 0.31425 2.87017
H 0.46464 1.11849 1.66764
H 0.02106 -1.20472 1.75660
H 0.55151 -1.54041 0.15743
H -2.27527 -1.79209 -0.29579
H -2.55405 -0.41429 -1.38264
H -0.45529 -2.59451 -1.70293
H -0.23706 -0.98285 -2.42144
H -3.85305 -2.19953 -2.96998
H -2.95916 1.74982 -0.34885
H -4.82134 2.44189 1.13562
H -5.07138 1.37549 3.37148
H -3.46946 -0.33162 4.07085
H -1.67530 -1.01349 2.66617
H -0.44246 1.07686 -1.77536
H -0.84847 1.98996 -0.34407
H 3.09959 1.31131 -0.95531
H 1.85707 1.49671 -2.16984
H 2.80918 -1.81045 0.25120
H 3.47000 -2.62589 -1.12545
H 5.49012 -1.69340 -0.86208
H 4.93216 -1.16256 0.68095
H 4.86105 -0.03037 -0.65574
H 1.95381 3.50359 -1.83052
*
```

=====

[2]
Molecular formula: C18H24CoN11O3S2Se
Method: DFT, wB97M-V/def2-TZVPD

Computed properties:
HOMO level (spin up / spin down) ... -14.19 / -14.15 eV
Kohn-Sham gap (spin up / spin down) ... 8.115 / 6.378 eV
F_max ... 0.69 eV Å⁻¹
Expectation value of S² ... 6.01
Energy ... -6108.466191 hartree

Geometry as ORCA input:
```
! wB97M-V def2-TZVPD RIJCOSX def2/J DEFGRID3
* xyz 2 5
Co 0.11879 -0.13613 -0.19826
N 0.27564 -0.06310 2.07804
N 1.58152 0.06881 2.55973
C 2.63736 0.03801 1.73116
N 3.83426 0.00387 2.29916
S 2.50957 0.06514 0.03835
H -0.29742 0.61614 2.56379
H -0.04707 -1.00185 2.33455
H 1.71733 -0.10836 3.54164
H 3.96762 -0.01381 3.29727
H 4.65172 -0.01254 1.71383
C 0.36043 -0.67673 -4.86447
N -0.95962 -0.41282 -4.26876
C -2.13344 -0.27427 -5.14332
C -1.04887 -0.21806 -2.95608
N -0.01882 -0.20467 -2.14928
N -2.33121 -0.02617 -2.46807
C -2.73330 -0.15817 -1.15097
N -4.03266 -0.44384 -0.99802
N -1.91168 0.02276 -0.16646
H 0.20978 -1.04072 -5.87333
H 0.89113 -1.45168 -4.31162
H 0.96791 0.22966 -4.90925
H -1.81222 -0.39532 -6.16837
H -2.58800 0.71464 -5.05531
H -2.88091 -1.05012 -4.95165
H 0.82957 -0.53766 -2.58286
H -3.06687 -0.05758 -3.14880
H -4.62003 -0.70031 -1.77230
H -4.38950 -0.64245 -0.07776
H -2.35080 -0.21180 0.71484
Se -0.91185 2.94815 1.08615
N 0.11610 2.06184 -0.08354
C 0.56882 2.95790 -0.95290
C 1.44695 2.71679 -2.06098
C 1.81759 3.76713 -2.82708
C 1.36546 5.11575 -2.58081
C 0.56213 5.40397 -1.54227
C 0.14174 4.32830 -0.68761
N -0.62487 4.51157 0.36663
H 1.83723 1.72874 -2.24934
H 2.49811 3.59745 -3.65344
H 1.70615 5.90903 -3.23378
H 0.23672 6.41336 -1.32058
O 1.36553 -2.59421 -1.94197
C 0.73105 -2.96040 -0.97597
N 0.13142 -2.11063 -0.03887
S -0.76080 -2.93269 1.09050
O -2.16542 -2.67155 0.91191
O -0.21806 -2.66131 2.40419
C -0.31109 -4.51827 0.52376
C -0.65676 -5.74517 1.05702
C -0.16935 -6.86600 0.39822
C 0.62612 -6.74419 -0.74159
C 0.95740 -5.49611 -1.25882
C 0.47650 -4.38069 -0.60867
H -1.27276 -5.83499 1.94494
H -0.41310 -7.84974 0.78256
H 0.99345 -7.63894 -1.22901
H 1.58379 -5.38750 -2.13656
*
```

=====

[3]
Molecular formula: C18H24FN6SSn
Method: DFT, wB97M-V/def2-TZVPD

Computed properties:
HOMO level (spin up / spin down) ... -18.08 / -17.91 eV
Kohn-Sham gap (spin up / spin down) ... 6.163 / 5.614 eV
F_max ... 1.26 eV Å⁻¹
Energy ... -1740.204454 hartree

Geometry as ORCA input:
```
! wB97M-V def2-TZVPD RIJCOSX def2/J DEFGRID3
* xyz 3 1
Sn -0.38730 -1.72539 0.42023
C -2.99166 0.22962 2.54393
C -3.58534 -0.46367 1.32977
N -2.71541 -0.39376 0.12670
C -2.48783 0.95815 -0.41808
C -1.02056 1.33274 -0.39176
C -0.42532 2.13610 -1.35327
C 0.92101 2.45827 -1.21111
C 1.62218 2.03215 -0.08893
C 0.94228 1.26860 0.84789
C 1.62983 0.97279 2.20768
N 1.15348 -0.15478 2.99091
C 0.35597 0.01181 4.19686
C -0.96047 0.63254 3.85525
N -1.66665 -0.27113 2.94129
N -0.31805 0.88686 0.66047
H -3.68852 0.10352 3.37624
H -2.90744 1.30050 2.35871
H -4.55540 -0.01142 1.11859
H -3.75732 -1.51439 1.56820
H -3.20025 -0.93006 -0.58361
H -3.02736 1.70208 0.17459
H -2.86707 1.04965 -1.43440
H -1.00349 2.51059 -2.19041
H 1.41955 3.05902 -1.96263
H 2.65587 2.31863 0.06981
H 1.51823 1.87984 2.80560
H 2.68981 0.83405 2.00334
H 1.80689 -0.93356 3.03614
H 0.90278 0.63690 4.91822
H 0.21706 -0.96787 4.65540
H -0.81464 1.58971 3.35187
H -1.54438 0.82981 4.75827
H -1.72026 -1.21413 3.31607
F 1.35940 -2.11236 1.33273
N 3.39810 -2.48812 -0.47601
C 2.82687 -1.95368 -1.51527
N 1.49621 -1.73725 -1.61061
C 1.19000 -1.26331 -2.82674
C -0.11887 -1.03744 -3.32615
C -0.25862 -0.60764 -4.60448
C 0.88683 -0.34919 -5.43546
C 2.17409 -0.55682 -4.98507
C 2.33245 -1.03340 -3.69543
S 3.78638 -1.48546 -2.91762
H 2.82403 -2.73341 0.33122
H 4.38980 -2.68523 -0.45150
H -0.98434 -1.25811 -2.71679
H -1.24788 -0.47086 -5.02367
H 0.72722 -0.00155 -6.44917
H 3.02812 -0.37996 -5.62779
*
```

=====

[4]
Molecular formula: C18H24FSi
Method: DFT, wB97M-V/def2-TZVPD

Computed properties:
HOMO level ... -11.62 eV
Kohn-Sham gap ... 6.185 eV
F_max ... 1.90 eV Å⁻¹
Energy ... -1089.360949 hartree

Geometry as ORCA input:
```
! wB97M-V def2-TZVPD RIJCOSX def2/J DEFGRID3
* xyz 1 1
C -0.89794 -2.09311 3.96728
C -0.62887 -0.58582 3.75553
Si -2.05684 0.44953 4.36437
C -3.27110 -0.22891 5.59216
C -1.65784 2.25853 4.62843
C -0.91018 3.02722 3.51072
H -3.66990 0.85723 2.17222
H 0.02546 -2.67088 3.84352
H -1.31520 -2.29805 4.96381
H -1.58809 -2.47359 3.20892
H 0.26759 -0.25888 4.31413
H -0.47673 -0.36151 2.67875
H -2.91619 -0.04836 6.61956
H -4.25392 0.25868 5.44063
H -3.39359 -1.30758 5.42377
H -2.57815 2.79376 4.92994
H -1.00186 2.09702 5.50664
H -0.78862 4.07683 3.82457
H 0.08978 2.59849 3.32756
H -1.46583 3.05545 2.55975
F -4.34011 1.69278 -3.35234
C -3.59767 1.51485 -2.21154
C -2.36057 0.88336 -2.38318
C -1.67398 0.57917 -1.20025
C -2.21192 0.85783 0.06198
C -3.49241 1.41535 0.18116
C -3.96558 1.69935 1.58272
C -5.43021 2.04075 1.87058
C -5.72751 2.84564 2.98869
C -7.00298 3.41258 3.12143
C -7.99545 3.10938 2.17251
C -7.75620 2.14317 1.18462
C -6.46097 1.60459 1.04101
C -4.16748 1.84329 -0.96757
H -1.96141 0.61618 -3.37204
H -0.69083 0.12735 -1.25415
H -1.61472 0.70469 0.97166
H -3.39949 2.55470 1.98233
H -4.95157 2.99549 3.74428
H -7.22691 4.06536 3.97033
H -8.97100 3.59112 2.26398
H -8.55998 1.78254 0.53520
H -6.22697 0.83834 0.29167
H -5.12272 2.37624 -0.90841
*
```

=====

[5]
Molecular formula: C18H24N2
Method: DFT, wB97M-V/def2-TZVPD

Computed properties:
HOMO level ... -7.50 eV
Kohn-Sham gap ... 8.367 eV
F_max ... 0.37 eV Å⁻¹
SMILES string ... C1=C[C@H]2C[C@@H]1C[C@H]2CN1CCN(c2ccccc2)CC1
Energy ... -809.756846 hartree

Geometry as ORCA input:
```
! wB97M-V def2-TZVPD RIJCOSX def2/J DEFGRID3
* xyz 0 1
C 3.76404 1.17565 -1.43571
C 4.23792 0.02650 -0.97292
C 3.98305 -0.00238 0.51167
C 4.14635 1.48507 0.84406
C 3.18827 1.93067 -0.26647
C 1.90464 1.16771 0.13620
C 2.44910 -0.15840 0.70393
C 1.87528 -1.39062 0.00604
N 0.42771 -1.38196 0.00746
C -0.14378 -1.52231 1.33673
C -1.62840 -1.90502 1.22088
N -2.22294 -1.35959 0.02861
C -2.79019 -0.09996 0.00793
C -3.51974 0.31032 -1.11586
C -4.14194 1.54128 -1.15211
C -4.07324 2.40015 -0.06804
C -3.37028 2.00173 1.05511
C -2.73506 0.77561 1.09691
C -1.62517 -1.90868 -1.17261
C -0.16678 -2.32886 -0.91273
H 3.71811 1.51531 -2.45445
H 4.67973 -0.78344 -1.52507
H 4.57542 -0.71253 1.08450
H 3.80780 1.74954 1.84459
H 5.16471 1.84161 0.69404
H 3.04901 2.99954 -0.40909
H 1.24691 0.99523 -0.71344
H 1.34791 1.72565 0.88795
H 2.24547 -0.22854 1.77510
H 2.28067 -2.30282 0.48609
H 2.20055 -1.38378 -1.03707
H -0.04154 -0.56128 1.84662
H 0.38730 -2.28905 1.93117
H -1.72569 -2.99499 1.15636
H -2.18486 -1.58092 2.09998
H -3.61953 -0.35314 -1.96158
H -4.69714 1.82816 -2.03406
H -4.56341 3.36144 -0.09703
H -3.30526 2.65845 1.91138
H -2.18239 0.51266 1.98493
H -2.20115 -2.77696 -1.52284
H -1.63423 -1.14600 -1.95219
H 0.38217 -2.30050 -1.85599
H -0.11868 -3.36491 -0.53199
*
```

=====

[6]
Molecular formula: C18H24N2O2ReSi
Method: DFT, wB97M-V/def2-TZVPD

Computed properties:
HOMO level (spin up / spin down) ... -15.08 / -15.04 eV
Kohn-Sham gap (spin up / spin down) ... 6.956 / 7.320 eV
F_max ... 0.37 eV Å⁻¹
Expectation value of S² ... 0.95
Energy ... -1327.495421 hartree

Geometry as ORCA input:
```
! wB97M-V def2-TZVPD RIJCOSX def2/J DEFGRID3
* xyz 2 2
Re 0.54822 0.09510 -0.03217
N -0.55844 -3.62771 -1.41822
C 0.08753 -2.66537 -0.82572
O -0.46193 -1.50589 -0.73905
C 1.42974 -2.81418 -0.21314
C 2.03773 -1.41513 -0.05195
H -1.48687 -3.46862 -1.78833
H -0.15188 -4.54655 -1.51806
H 2.05532 -3.48241 -0.80750
H 1.28688 -3.29781 0.75790
H 2.67194 -1.18731 -0.91599
H 2.66448 -1.36694 0.83965
C 1.98244 4.15893 0.23868
Si 2.38684 2.46889 0.86971
C 3.28470 2.33441 2.47416
C 3.21154 1.48438 -0.49374
N 0.74767 1.60799 1.03114
C -0.36196 2.20777 1.66408
C -0.29584 3.26301 2.56946
C -1.46505 3.74550 3.12999
C -2.69189 3.18171 2.79424
C -2.77766 2.12263 1.89613
C -1.60190 1.66686 1.35127
O -1.50513 0.63022 0.40039
C -2.71730 -0.04783 0.03632
C -3.33527 0.33299 -1.13310
C -4.50747 -0.32589 -1.48440
C -5.01664 -1.32688 -0.66750
C -4.36392 -1.68042 0.50799
C -3.19067 -1.03470 0.87428
H 2.88843 4.58983 -0.19538
H 1.63378 4.84314 1.01085
H 1.22854 4.11563 -0.54990
H 4.30817 2.69622 2.34639
H 3.33822 1.29806 2.81264
H 2.82663 2.92788 3.26570
H 3.98006 2.16983 -0.86936
H 2.58523 1.27635 -1.37115
H 3.73509 0.58836 -0.17262
H 0.65785 3.68515 2.85299
H -1.42224 4.56201 3.83670
H -3.60055 3.56877 3.23422
H -3.73130 1.68890 1.63246
H -2.92393 1.12542 -1.74506
H -5.02462 -0.04742 -2.39229
H -5.93433 -1.82836 -0.94304
H -4.77166 -2.45212 1.14665
H -2.66923 -1.28016 1.79118
*
```

=====

[7]
Molecular formula: C18H24N2O3
Method: DFT, wB97M-V/def2-TZVPD

Computed properties:
HOMO level ... -7.85 eV
Kohn-Sham gap ... 8.463 eV
F_max ... 0.52 eV Å⁻¹
SMILES string ... CCOc1ccc(N2C[C@@H](C(=O)N3CCCCC3)CC2=O)cc1
Energy ... -1035.571508 hartree

Geometry as ORCA input:
```
! wB97M-V def2-TZVPD RIJCOSX def2/J DEFGRID3
* xyz 0 1
C -6.87354 -1.27316 1.38162
C -6.78784 -0.79379 -0.06502
O -5.63216 -1.26321 -0.72792
C -4.42493 -0.68172 -0.47791
C -3.33305 -1.26575 -1.11982
C -2.06133 -0.75830 -0.96374
C -1.83636 0.35357 -0.15163
N -0.53751 0.85563 0.02399
C 0.62245 0.05688 -0.32066
C 1.80277 0.78940 0.33896
C 3.07351 0.64886 -0.50202
O 3.40065 1.51979 -1.28633
N 3.77956 -0.49512 -0.37524
C 3.54363 -1.59134 0.53513
C 4.66168 -1.65705 1.57941
C 6.01168 -1.80642 0.88297
C 6.20297 -0.67110 -0.11950
C 5.03112 -0.63390 -1.09854
C 1.30710 2.23129 0.38286
C -0.20479 2.12320 0.41013
O -0.96882 3.00790 0.71714
C -2.92537 0.93570 0.48901
C -4.20207 0.43003 0.32687
H -6.84679 -2.35961 1.41125
H -6.03958 -0.89339 1.96669
H -7.80334 -0.92992 1.82693
H -7.61823 -1.21088 -0.64218
H -6.84807 0.30022 -0.11782
H -3.50844 -2.12305 -1.75040
H -1.24810 -1.23078 -1.49141
H 0.49821 -0.96595 0.04534
H 0.76286 0.02867 -1.40948
H 1.96488 0.42667 1.35604
H 2.57391 -1.49929 1.01888
H 3.54122 -2.52058 -0.04871
H 4.48269 -2.49712 2.25191
H 4.65411 -0.73806 2.16919
H 6.81660 -1.79879 1.61941
H 6.04464 -2.76464 0.35883
H 7.13361 -0.80265 -0.67220
H 6.25248 0.28230 0.40981
H 5.11663 0.21495 -1.77783
H 4.99887 -1.56070 -1.68216
H 1.67388 2.79903 1.23578
H 1.61000 2.75536 -0.52840
H -2.77602 1.80183 1.11077
H -5.01276 0.92307 0.83928
*
```

=====

[8]
Molecular formula: C18H24N2O4
Method: DFT, wB97M-V/def2-TZVPD

Computed properties:
HOMO level ... -9.08 eV
Kohn-Sham gap ... 9.754 eV
F_max ... 0.75 eV Å⁻¹
SMILES string ... CCCCCCC(=O)N(O)[C@H]1CC(=O)N(c2ccc(C)cc2)C1=O
Energy ... -1110.783611 hartree

Geometry as ORCA input:
```
! wB97M-V def2-TZVPD RIJCOSX def2/J DEFGRID3
* xyz 0 1
C 5.71267 3.20756 2.56587
C 5.92267 1.74579 2.94379
C 4.91976 0.80328 2.27706
C 3.48592 1.01567 2.76150
C 2.52726 -0.07350 2.28512
C 2.34906 -0.08108 0.76979
C 1.22948 -1.00428 0.35178
O 0.44249 -1.52274 1.11630
N 1.19525 -1.26710 -0.98945
O 1.95625 -0.47691 -1.84753
C 0.07393 -1.88187 -1.68033
C -0.60308 -3.08027 -1.03348
C -2.08164 -2.81289 -1.19168
O -2.98670 -3.57482 -1.00918
N -2.23438 -1.47600 -1.57456
C -3.49972 -0.83239 -1.67055
C -3.68856 0.40678 -1.07750
C -4.91784 1.03120 -1.18136
C -5.97011 0.43212 -1.86129
C -7.29957 1.11059 -1.98352
C -5.76227 -0.81355 -2.44366
C -4.53740 -1.44628 -2.35817
C -1.04755 -0.84698 -1.81772
O -0.87049 0.31600 -2.09188
H 4.75731 3.57234 2.93370
H 5.73593 3.32821 1.48476
H 6.49811 3.82510 2.99573
H 6.93104 1.44674 2.64725
H 5.85305 1.63851 4.02874
H 5.21310 -0.22693 2.49390
H 4.97090 0.94400 1.19575
H 3.48276 1.02412 3.85388
H 3.12043 1.98608 2.42085
H 2.88970 -1.05173 2.60667
H 1.54912 0.07726 2.74611
H 2.10066 0.92537 0.41795
H 3.26258 -0.39105 0.26176
H 1.40436 0.28350 -2.11696
H 0.44696 -2.12906 -2.68241
H -0.32660 -4.03934 -1.46684
H -0.38858 -3.10555 0.03867
H -2.87988 0.87740 -0.54140
H -5.06034 1.99704 -0.71934
H -7.37685 1.94549 -1.29210
H -8.10750 0.40989 -1.78285
H -7.43254 1.49082 -2.99646
H -6.57096 -1.29364 -2.97485
H -4.38819 -2.41294 -2.81183
*
```